<a>
C5H12N2 | ωB97M-V/def2-TZVPD

Each line ends with the natural charge from an NBO analysis.
CARTESIAN COORDINATES (ANGSTROEM)
C  -1.29560  -0.77849  -0.16258  -0.219
C  -1.07522  0.18840  0.97659  -0.400
C  -0.17076  1.39964  0.59853  -0.489
N  2.28695  -0.02980  1.36544  -0.184
C  2.12560  0.29410  0.18327  -0.133
C  0.98045  1.04079  -0.32711  -0.083
N  -1.81005  -0.11269  -1.35949  -0.852
H  -0.37201  -1.33038  -0.38109  0.169
H  -2.04177  -1.55335  0.03889  0.198
H  -2.01217  0.61826  1.33053  0.213
H  -0.56922  -0.35068  1.77712  0.219
H  0.16496  1.80869  1.55327  0.246
H  -0.78934  2.20109  0.19175  0.220
H  2.07036  -2.87513  -0.24118  0.009
H  1.69797  -2.21623  -0.14256  -0.015
H  2.92832  0.13498  -0.55742  0.193
H  1.23710  1.88480  -0.96437  0.197
H  -1.10303  0.40370  -1.85934  0.349
H  -2.25256  -0.72772  -2.02024  0.363

The HOMO-LUMO gap is 6.31 eV. As for the lowest unoccupied orbital energy: -0.0711 hartree. As for the highest occupied orbital energy: -0.3031 Ha. Its molar mass is 100.2 g/mol. Its spin multiplicity is 1.

<b>
C5H12N2 | ωB97M-V/def2-TZVPD

Each line ends with the natural charge from an NBO analysis.
CARTESIAN COORDINATES (ANGSTROEM)
C  2.59308  0.48656  0.43916  -0.613
C  1.84928  -0.08532  -0.76365  -0.396
C  0.57088  -0.84140  -0.36795  -0.387
C  -0.34208  0.04218  0.50304  -0.232
N  -1.50623  -0.74866  0.92624  -0.504
C  -2.67434  -0.42404  0.59032  0.300
N  -3.09899  0.25095  -0.56369  -0.839
H  2.16163  1.42151  0.79291  0.203
H  3.62431  0.74925  0.20059  0.211
H  2.58843  -0.23932  1.25379  0.203
H  2.49375  -0.73740  -1.35061  0.205
H  1.49072  0.75915  -1.36280  0.188
H  -0.01006  -1.08646  -1.25308  0.201
H  0.81580  -1.69017  0.22393  0.203
H  0.00227  0.55071  1.39546  0.210
H  -0.68745  0.78759  -0.23340  0.139
H  -3.58169  -0.64013  1.16394  0.151
H  -2.39651  0.59570  -1.19402  0.377
H  -3.89280  0.84930  -0.40018  0.381

The HOMO-LUMO gap is 9.77 eV. As for the lowest unoccupied orbital energy: 0.0357 hartree. Its SMILES is CCCC/N=C\N. As for the highest occupied orbital energy: -0.3234 Ha. Its molar mass is 100.2 g/mol. Its spin multiplicity is 1.

<c>
C5H12N2 | ωB97M-V/def2-TZVPD

Each line ends with the natural charge from an NBO analysis.
CARTESIAN COORDINATES (ANGSTROEM)
C  0.32710  2.99632  0.32539  -0.052
N  -0.38365  1.96210  0.32373  -0.409
C  -0.70108  1.18445  -0.86133  -0.261
C  -0.90316  -0.24075  -0.39585  -0.388
C  0.20820  -0.93243  0.37670  -0.060
C  -0.11317  -2.38113  0.76393  -0.622
N  1.45102  -0.78844  -0.40501  -0.880
H  1.02006  3.33404  -0.48943  0.143
H  0.26385  3.58066  1.24522  0.170
H  -0.07653  1.24293  -1.77701  0.187
H  -1.68705  1.52150  -1.19730  0.211
H  -1.22664  -0.81597  -1.29443  0.196
H  -1.78529  -0.25908  0.26118  0.196
H  0.23553  -0.31731  1.29330  0.191
H  0.37443  -2.74615  1.68279  0.216
H  0.23242  -3.17615  0.10103  0.206
H  -1.20376  -2.42904  0.81069  0.216
H  1.86931  -1.68328  -0.59232  0.366
H  2.09840  -0.05226  -0.17128  0.375

The HOMO-LUMO gap is 9.93 eV. As for the lowest unoccupied orbital energy: 0.0437 hartree. Its SMILES is C=NCC[C@@H](C)N. As for the highest occupied orbital energy: -0.3211 Ha. Its molar mass is 100.2 g/mol. Its spin multiplicity is 1.

<d>
C5H12N2 | ωB97M-V/def2-TZVPD

Each line ends with the natural charge from an NBO analysis.
CARTESIAN COORDINATES (ANGSTROEM)
C  -0.74797  -2.53322  1.10027  -0.412
C  -1.33053  -1.62743  0.32099  -0.166
C  -0.60392  -0.78643  -0.68696  -0.468
C  -0.12641  0.54164  -0.04337  -0.050
N  0.82481  0.29916  1.04399  -0.847
C  0.64236  1.43020  -1.03085  -0.211
N  0.89597  2.70460  -0.37130  -0.841
H  0.26281  -2.85217  0.85973  0.181
H  -1.29474  -3.11289  1.82310  0.200
H  -2.40342  -1.55953  0.45360  0.200
H  -1.41597  -0.50569  -1.36956  0.216
H  0.22049  -1.28759  -1.18741  0.211
H  -0.98727  1.12960  0.24747  0.201
H  0.29903  0.20169  1.91339  0.365
H  1.27883  -0.60734  0.97299  0.354
H  1.57880  0.92228  -1.27997  0.162
H  0.10350  1.61799  -1.96596  0.185
H  1.12851  3.39869  -1.07052  0.353
H  1.67511  2.62643  0.27037  0.370

The HOMO-LUMO gap is 10.14 eV. As for the lowest unoccupied orbital energy: 0.0431 hartree. Its SMILES is C=CC[C@@H](N)CN. As for the highest occupied orbital energy: -0.3296 Ha. Its molar mass is 100.2 g/mol. Its spin multiplicity is 1.

Most stable of them? <b>.

<a>
C5H12N2 | ωB97M-V/def2-TZVPD

Each line ends with the natural charge from an NBO analysis.
CARTESIAN COORDINATES (ANGSTROEM)
C  -0.26767  0.28136  -0.08315  0.212
C  0.22928  -0.77654  0.77548  -0.436
C  -0.64712  -0.09762  -1.49712  -0.641
C  -1.90038  0.27485  0.99026  -0.678
N  0.31734  1.53581  0.01942  -0.868
C  1.96155  -1.10529  0.15778  0.124
N  2.80855  -0.43654  -0.48403  -0.641
H  0.62220  1.82190  0.93822  0.386
H  0.74636  1.95396  -0.79091  0.389
H  2.44542  0.43231  -0.88751  0.328
H  0.44966  -0.50540  1.80292  0.220
H  -0.23395  -1.74531  0.63874  0.224
H  2.31275  -2.08120  0.52314  0.140
H  -1.24498  -1.00510  -1.49784  0.224
H  0.24529  -0.27035  -2.09821  0.214
H  -1.21617  0.71004  -1.95624  0.221
H  -2.34852  -0.67496  1.27075  0.196
H  -1.69273  0.89922  1.85688  0.191
H  -2.58690  0.78886  0.32141  0.196

The HOMO-LUMO gap is 8.52 eV. As for the lowest unoccupied orbital energy: 0.0331 hartree. As for the highest occupied orbital energy: -0.2799 Ha. Its molar mass is 100.2 g/mol. Its spin multiplicity is 1.

<b>
C5H12N2 | ωB97M-V/def2-TZVPD

Each line ends with the natural charge from an NBO analysis.
CARTESIAN COORDINATES (ANGSTROEM)
C  1.97590  -0.46491  1.94498  -0.408
N  2.06183  0.41358  0.74135  -0.621
C  0.96043  0.30933  -0.10785  0.011
C  -0.05906  1.15968  -0.29603  -0.273
C  -1.24003  0.80256  -1.19271  -0.443
C  -1.60625  -0.64144  -1.32525  -0.221
N  -1.78785  -1.27654  -0.01469  -0.848
H  1.95100  -1.49866  1.62087  0.205
H  1.13239  -0.06168  2.50441  0.180
H  2.83327  -0.37467  2.61707  0.196
H  2.16268  1.36441  1.09012  0.350
H  0.89135  -0.65745  -0.59431  0.181
H  0.00918  2.17103  0.09112  0.192
H  -2.05115  1.42652  -0.79312  0.204
H  -1.04096  1.27466  -2.15946  0.219
H  -0.92130  -1.22290  -1.96116  0.184
H  -2.51866  -0.79488  -1.91964  0.174
H  -2.20791  -0.60759  0.60830  0.356
H  -2.28561  -2.14791  -0.03422  0.363

The HOMO-LUMO gap is 9.07 eV. As for the lowest unoccupied orbital energy: 0.0422 hartree. Its SMILES is CN/C=C/CCN. As for the highest occupied orbital energy: -0.2913 Ha. Its molar mass is 100.2 g/mol. Its spin multiplicity is 1.

Most stable of them? <b>.